Record 1
# C30H22N5O9Pt

A molecular structure, C30H22N5O9Pt at a distorted geometry (the ωB97M-V functional and the def2-TZVPD basis, OMol25).

XYZ file:
```
67
Properties=species:S:1:pos:R:3
H 4.99059 -1.24912 -1.35780
H -5.31473 -4.42407 -0.28535
H -2.01508 1.80167 1.09032
C 0.58793 -4.39742 1.13058
O -1.93077 -0.41510 -0.58048
N -1.96013 -1.19895 -1.64925
O 0.75417 2.73770 -3.24647
C 5.62672 0.21155 -3.69323
H -2.05829 -2.41635 1.62443
O -2.98840 -1.56082 -2.09341
N 1.14280 0.00098 1.88534
C 4.17495 0.20685 -2.71722
H 1.35200 -5.05990 0.73314
H -5.38513 3.95391 -0.42093
C -2.42256 -3.09076 0.85813
H -4.46684 -2.90354 1.46801
C -2.01719 -4.52133 -1.03003
H 0.41570 3.82664 -0.73057
H 1.16008 5.19380 1.07767
C 1.51964 1.14299 2.43097
C -3.77978 -3.36384 0.77033
O 5.43317 1.05224 -4.53279
Pt 0.04677 -0.05350 -0.55765
C 2.98636 -0.63261 -0.87403
C -0.06545 3.54872 0.20910
H -1.43381 5.44173 -1.09344
C 2.29624 1.19755 3.58010
C 2.68382 -0.00666 4.15423
C 0.44195 4.43475 1.37567
H -4.44455 2.01406 0.79179
C -3.37263 -4.79925 -1.11284
N 0.33064 -2.10959 0.56359
H 3.29193 -0.00783 5.04851
C 2.28953 -1.20917 3.58000
C 1.51354 -1.13524 2.43368
O -0.34379 1.28089 -1.96289
H -0.36846 4.88241 1.94505
C 0.74210 1.75957 -2.55588
C -2.41441 2.65221 0.55155
C -1.53657 -3.66782 -0.04297
H 2.57895 2.15002 4.00518
H -1.33120 -4.96064 -1.74576
C -3.46462 4.82690 -0.81213
C 4.14955 -0.62712 -1.62119
O 6.39562 -0.54766 -3.16907
H 2.87833 -1.24443 0.00905
C -3.78824 2.77427 0.38879
C -4.25527 -4.21804 -0.21361
C -4.31526 3.86068 -0.29065
N 1.94352 0.13521 -1.20371
C -0.04752 -3.45994 0.07541
H 0.41092 -3.59294 -0.90519
C -2.09409 4.69929 -0.65841
C 2.00099 0.94866 -2.27572
H 3.14564 1.68777 -3.92383
H -3.74076 -5.46022 -1.88594
O 1.12861 3.50064 2.27015
N 0.41875 2.20123 0.57835
H 2.56733 -2.16435 4.00229
C 0.98913 -2.27192 1.64835
C 3.12690 1.01972 -3.07553
O 1.23268 -3.49539 2.08415
H -0.15602 -4.96511 1.68297
O -0.80690 -1.50824 -2.10377
C 1.00100 2.30896 1.69851
H -3.86819 5.67365 -1.35121
C -1.56188 3.61168 0.02758
```

Output
Charge: +1
Kohn-Sham gap (spin up / spin down): 2.7 / 2.7 eV
LUMO energy (spin up / spin down): -7.4 / -7.4 eV
Spin multiplicity: 1
ΔE to the lowest compared entry with this formula, charge and spin: 0.284 eV
Highest occupied orbital energy (spin up / spin down): -10.061 / -10.065 eV

For each atom in turn, the natural (NBO) charge in e is: 0.264, 0.231, 0.202, -0.087, -0.477, 0.717, -0.503, 0.840, 0.213, -0.213, -0.418, -0.047, 0.221, 0.228, -0.258, 0.226, -0.226, 0.241, 0.220, 0.125, -0.182, -0.641, 1.660, 0.017, -0.122, 0.211, -0.163, -0.137, -0.080, 0.222, -0.189, -0.543, 0.251, -0.168, 0.108, -0.576, 0.221, 0.738, -0.219, 0.002, 0.259, 0.221, -0.203, -0.167, -0.651, 0.203, -0.193, -0.192, -0.196, -0.451, -0.120, 0.232, -0.150, 0.068, 0.289, 0.232, -0.439, -0.458, 0.259, 0.592, -0.183, -0.438, 0.222, -0.381, 0.576, 0.228, -0.069



Record 2
# C30H23BBrF3NO7P

3 unconnected molecules or ions with the total composition C30H23BBrF3NO7P at a distorted geometry (the ωB97M-V functional and the def2-TZVPD basis, OMol25).

XYZ file:
```
67
Properties=species:S:1:pos:R:3
C 2.25368 -2.75331 6.86234
C -6.63080 1.51894 0.08893
H 4.19173 0.46623 5.96794
C -1.12408 0.59262 2.43011
C -3.24258 1.20715 -1.51316
C -6.74295 0.30753 0.76228
O 3.08124 2.48278 -6.63741
C -4.56711 -0.33444 -0.02730
H 3.83820 -3.15354 8.24397
H -7.63646 0.08533 1.33116
H 0.88076 -0.26542 -2.98179
C -4.45712 0.87925 -0.70810
C 3.45080 -2.47178 7.49791
H 1.69096 -3.64799 7.09225
F 2.19897 3.41371 -2.27477
C 1.75264 -1.87692 5.90681
H -1.31012 -2.85970 -0.36063
C -0.06838 -1.22716 4.24210
C -5.71326 -0.61667 0.70694
H 3.83725 2.88943 -7.07457
H -5.77945 -1.56436 1.22439
C 3.05567 2.45565 -2.60072
H 0.72162 -2.37798 -1.71271
H 4.31061 0.63029 -7.05373
C 0.62064 -0.04804 3.95070
C -1.80377 -0.58724 2.71098
O 3.16017 2.42674 -3.94333
C 4.00795 1.40009 -4.46586
C -2.26095 -1.02030 -0.87207
C -1.02809 0.44872 -2.33099
B 1.45518 0.49805 -6.42840
C -3.46693 -1.34282 -0.06292
O 2.55491 1.26043 4.30288
F 2.61970 1.29569 -2.09150
H 0.63640 1.76904 2.83380
H -2.74794 -0.80224 2.23079
H -0.97676 1.38746 -2.86689
Br 3.56575 -1.48763 -5.52944
H 5.09398 -1.10077 7.67452
H -1.79348 -2.42020 3.84013
N 1.04655 0.13613 -7.73449
C -1.27897 -1.49602 3.61406
O 0.59292 0.59954 -5.36378
C -1.21857 -1.93870 -0.92058
H -5.38433 2.74156 -1.17502
P 3.33425 0.88303 -6.09683
C 4.15616 -1.31628 7.17898
H -1.53979 1.30261 1.72526
H 1.76256 -0.22755 -8.35034
O -3.13936 2.27135 -2.08508
C -0.08996 -1.66289 -1.67448
O -3.55682 -2.38475 0.55242
F 4.23729 2.70845 -2.01638
C 1.93379 0.25925 4.58760
C 0.46457 -2.21051 5.22893
C 2.45544 -0.71321 5.59345
C -5.49158 1.80513 -0.64435
H 5.00727 1.80681 -4.66107
O -0.12494 -3.23998 5.47619
C 0.00432 -0.47200 -2.38574
C -2.16153 0.18314 -1.57381
H 0.46024 0.79003 -8.23698
C 0.08757 0.86095 3.04386
H 4.09866 0.55581 -3.78517
H 0.49075 1.49960 -5.02821
C 3.66066 -0.43901 6.22964
H -7.43573 2.24087 0.13729
```

Output
SMILES: NB(O)[PH](O)(Br)COC(F)(F)F.O=C1c2ccccc2C(=O)c2ccccc21.O=C1c2ccccc2C(=O)c2ccccc21
Charge: 0
Kohn-Sham gap: 8.5 eV
LUMO energy: -1.0 eV
Spin multiplicity: 1
Highest occupied orbital energy: -9.527 eV

For each atom in turn, the natural (NBO) charge in e is: -0.188, -0.193, 0.239, -0.195, 0.517, -0.192, -1.028, -0.152, 0.218, 0.220, 0.232, -0.062, -0.191, 0.240, -0.300, -0.055, 0.240, -0.066, -0.159, 0.488, 0.240, 1.167, 0.223, -0.005, -0.151, -0.191, -0.521, -0.382, -0.156, -0.177, 0.853, 0.554, -0.526, -0.325, 0.239, 0.222, 0.227, -0.499, 0.218, 0.241, -1.094, -0.173, -0.907, -0.151, 0.238, 1.095, -0.194, 0.218, 0.395, -0.528, -0.189, -0.535, -0.326, 0.557, 0.524, -0.154, -0.174, 0.218, -0.525, -0.179, -0.066, 0.412, -0.154, 0.250, 0.513, -0.155, 0.219



Record 3
# C30H23BrF4IrN2P

A molecular structure, C30H23BrF4IrN2P at a distorted geometry (the ωB97M-V functional and the def2-TZVPD basis, OMol25).

XYZ file:
```
62
Properties=species:S:1:pos:R:3
C -0.48971 -2.90146 4.36114
C 4.11769 -0.30626 3.00674
H -1.25201 4.39054 4.22584
H -4.38601 4.18634 -3.67286
C 0.34919 3.32804 -1.40806
H -2.78591 2.47614 4.00414
C -4.31851 3.12654 -3.44976
H 0.98359 4.30914 3.18514
C 4.98389 -0.47096 1.90644
F 5.24719 -0.58956 -0.42866
Ir -0.12771 -0.07946 -0.95176
C 3.07989 -0.29186 0.43114
F 4.62089 -0.30436 4.25134
H -5.16411 2.84304 -2.82646
C -0.11531 1.21814 2.35304
C 0.32419 3.45714 3.11834
C -0.34681 -4.08926 2.28014
H -1.83321 4.69984 -2.88486
H 1.71489 2.28714 1.99134
N -2.71681 1.68054 -2.18926
C 0.76189 -2.92286 -3.21946
H -1.57381 -3.14616 -6.28696
C 0.38099 -3.55076 -5.50656
H -0.39831 -5.01586 1.72604
H -2.07721 0.45684 2.74834
H -4.38501 2.57824 -4.38816
F 1.98219 -0.00756 3.87774
H 0.02379 -2.87426 0.54274
Br 2.50769 0.05634 -1.36156
C 2.17639 -0.15286 1.52094
H 0.74969 -3.97506 -6.42706
C -1.40161 1.29384 2.88384
H -0.67461 -5.02876 4.17894
C -0.51901 -4.09526 3.65664
C 4.43889 -0.44796 0.63244
C -0.91561 -3.04606 -5.43476
C 0.73089 2.32234 2.44394
F 6.30249 -0.63506 2.09934
C 1.19329 -3.51276 -4.37536
C -0.11421 -2.89956 1.61874
H 2.17539 -3.96256 -4.40446
H -2.36681 -2.01336 -4.25146
C 2.76799 -0.17096 2.79974
H 1.09829 3.04954 -2.15216
C -1.79671 2.42544 3.56994
H -3.26511 0.83534 -2.12906
C -0.07681 -1.69496 2.32464
H -0.63341 -2.90696 5.43214
C -0.85931 -1.52896 -2.07326
P 0.36679 -0.22046 1.34334
H 0.38919 4.40544 -1.26506
C -1.37151 -2.43306 -4.29666
H 0.57939 2.83264 -0.46596
H -0.26241 -0.77916 4.26294
C -0.27821 -1.70246 3.70384
C -0.93481 3.50534 3.69484
N -1.49321 1.70914 -1.63566
C -1.00291 2.92324 -1.86306
C -1.94311 3.68434 -2.56846
C -0.52181 -2.28216 -3.15556
C -3.03131 2.85934 -2.76466
H 1.38629 -2.90066 -2.33896
```

Output
Charge: 0
Kohn-Sham gap (spin up / spin down): 6.0 / 6.0 eV
LUMO energy (spin up / spin down): -0.2 / -0.2 eV
Spin multiplicity: 1
Highest occupied orbital energy (spin up / spin down): -6.240 / -6.230 eV

For each atom in turn, the natural (NBO) charge in e is: -0.207, 0.260, 0.213, 0.233, -0.635, 0.212, -0.643, 0.214, 0.285, -0.301, 0.203, -0.141, -0.285, 0.224, -0.365, -0.205, -0.233, 0.224, 0.213, -0.321, -0.209, 0.212, -0.215, 0.216, 0.214, 0.227, -0.308, 0.230, 0.216, -0.444, 0.212, -0.162, 0.214, -0.194, 0.343, -0.215, -0.210, -0.281, -0.206, -0.127, 0.212, 0.210, 0.402, 0.227, -0.208, 0.422, -0.383, 0.214, -0.248, 0.913, 0.219, -0.211, 0.234, 0.229, -0.196, -0.218, -0.340, 0.166, -0.344, -0.150, 0.170, 0.219



Among the records above, which one has the highest charge?
C30H22N5O9Pt